Density functional theory data (ωB97M-V/def2-TZVPD) for C50H42N7O9ReSi as an isolated structure in a non-equilibrium geometry.

Structure (ORCA input):
```
! wB97M-V def2-TZVPD RIJCOSX def2/J DEFGRID3
* xyz 1 4
Re -1.444 -0.672 0.687
C -3.195 2.431 3.177
C -2.397 2.371 4.307
C -1.517 1.310 4.464
C -1.452 0.348 3.476
N -2.217 0.424 2.358
C -3.068 1.445 2.216
C -0.638 -0.881 3.548
C -0.037 -1.417 4.670
C 0.453 -2.717 4.594
C 0.204 -3.494 3.471
C -0.433 -2.901 2.393
N -0.689 -1.586 2.408
C -1.130 -3.583 1.287
C -1.074 -4.933 1.024
C -1.925 -5.455 0.059
C -2.808 -4.616 -0.593
C -2.802 -3.262 -0.294
N -1.978 -2.758 0.624
H -3.896 3.238 3.024
H -2.454 3.143 5.062
H -0.880 1.240 5.333
H -3.643 1.457 1.299
H 0.021 -0.856 5.590
H 0.950 -3.153 5.449
H 0.449 -4.545 3.453
H -0.367 -5.563 1.541
H -1.894 -6.511 -0.173
H -3.496 -4.986 -1.338
H -3.457 -2.556 -0.786
O 0.000 2.662 -1.074
C -0.865 1.849 -0.851
O -0.927 1.210 0.301
C -1.964 1.599 -1.834
C -2.048 2.475 -2.906
C -3.034 2.305 -3.854
C -3.935 1.265 -3.780
C -3.864 0.401 -2.707
C -2.885 0.541 -1.695
O -2.819 -0.316 -0.705
N -4.823 -0.711 -2.720
O -5.146 -1.212 -1.660
O -5.377 -0.936 -3.772
N -3.122 3.244 -4.983
O -2.345 4.173 -4.989
O -3.965 3.020 -5.823
H -1.330 3.278 -2.994
H -4.685 1.125 -4.546
O -0.226 -1.339 -0.634
Si 0.891 -1.921 -1.692
C 1.383 -3.655 -1.143
C 0.945 -4.789 -1.827
C 1.303 -6.068 -1.416
C 2.113 -6.238 -0.304
C 2.568 -5.125 0.392
C 2.205 -3.855 -0.028
C 2.441 -0.892 -1.778
C 2.384 0.502 -1.789
C 3.530 1.268 -1.929
C 4.765 0.651 -2.060
C 4.846 -0.734 -2.056
C 3.694 -1.496 -1.918
C 0.063 -2.046 -3.352
C -1.308 -1.832 -3.494
C -1.933 -1.938 -4.729
C -1.184 -2.268 -5.848
C 0.181 -2.491 -5.728
C 0.798 -2.379 -4.492
H 0.320 -4.673 -2.704
H 0.963 -6.930 -1.974
H 2.410 -7.232 0.006
H 3.225 -5.249 1.243
H 2.602 -2.999 0.503
H 1.437 1.012 -1.693
H 3.454 2.347 -1.940
H 5.663 1.245 -2.170
H 5.805 -1.222 -2.169
H 3.778 -2.576 -1.924
H -1.895 -1.591 -2.616
H -2.999 -1.768 -4.819
H -1.663 -2.352 -6.814
H 0.765 -2.745 -6.602
H 1.868 -2.541 -4.419
C 0.791 6.510 4.073
C 1.795 6.398 2.935
N 1.821 5.067 2.328
C 1.227 4.913 1.007
C -0.285 5.086 1.015
C 2.466 4.099 3.012
O 3.024 4.305 4.079
C 2.480 2.696 2.469
C 3.683 2.044 2.231
C 3.660 0.699 1.914
C 2.435 0.049 1.887
N 1.277 0.655 2.116
C 1.311 1.958 2.381
H 0.787 7.524 4.471
H 1.064 5.829 4.878
H -0.217 6.274 3.732
H 2.796 6.621 3.306
H 1.561 7.107 2.140
H 1.483 3.935 0.603
H 1.677 5.661 0.348
H -0.756 4.342 1.661
H -0.671 4.956 0.006
H -0.574 6.077 1.365
H 4.617 2.585 2.309
H 4.569 0.156 1.699
H 2.382 -1.010 1.670
H 0.354 2.443 2.545
*
```

Computed properties:
Strongest force on any atom (eV/A): 1.4
E_LUMO (spin up / spin down) (Eh): -0.14499 / -0.17898
Energy above the lowest of the compared OMol25 structures with the same formula, charge and spin (eV): 1.2449
<S²>: 3.77

Density functional theory data (ωB97M-V/def2-TZVPD) for C7H15NO as an isolated structure in a non-equilibrium geometry.

Structure (ORCA input):
```
! wB97M-V def2-TZVPD RIJCOSX def2/J DEFGRID3
* xyz 0 1
C 1.620 -2.034 0.241
C 0.727 1.578 0.442
C -0.032 -0.321 1.885
C 1.209 -0.704 -0.340
C 0.195 0.141 0.441
O 1.656 -0.310 -1.387
H 0.158 0.642 -3.437
H 2.184 -1.867 1.158
H 2.251 -2.557 -0.474
H 0.757 -2.649 0.486
H 0.048 2.254 0.954
H 0.883 1.923 -0.576
H 1.687 1.606 0.958
H -0.459 -1.320 1.927
H 0.897 -0.309 2.448
H -0.730 0.357 2.372
C -2.002 1.223 -0.426
C -1.154 0.000 -0.288
N -1.623 -1.076 -0.732
H -1.039 -1.903 -0.652
H -0.596 0.759 -3.598
H -2.162 1.696 0.538
H -2.959 0.934 -0.851
H -1.517 1.936 -1.090
*
```

Computed properties:
Strongest force on any atom (eV/A): 1.2
E_LUMO (Eh): 0.02777
Energy above the lowest of the compared OMol25 structures with the same formula, charge and spin (eV): 1.8943

Density functional theory data (ωB97M-V/def2-TZVPD) for C18H27AsB2Cl2F4N4O4Pt as an isolated structure in a non-equilibrium geometry.

Structure (ORCA input):
```
! wB97M-V def2-TZVPD RIJCOSX def2/J DEFGRID3
* xyz 4 5
Pt -0.612 0.744 2.545
C 2.391 1.335 5.452
C 1.590 1.078 4.258
N 0.318 1.419 4.143
O -0.343 2.038 5.087
B -1.659 2.650 4.608
F -2.139 3.515 5.454
F -1.356 3.156 3.319
O -2.687 1.523 4.308
N -2.448 0.892 3.186
C -3.360 0.191 2.539
C -4.713 -0.004 3.054
C -2.854 -0.352 1.265
N -1.577 -0.139 1.080
O -0.880 -0.508 -0.008
B 0.475 -1.141 0.377
F 0.952 -1.677 -0.779
F 0.206 -1.956 1.428
O 1.502 -0.144 0.854
N 1.236 0.365 2.066
C 2.106 0.408 3.051
C 3.454 -0.159 2.987
C -3.749 -1.016 0.307
H 1.759 1.644 6.285
H 3.121 2.135 5.271
H 2.998 0.472 5.738
H -5.001 0.829 3.702
H -4.743 -0.883 3.715
H -5.451 -0.185 2.276
H 3.653 -0.574 2.002
H 3.553 -0.966 3.724
H 4.219 0.576 3.253
H -4.173 -1.920 0.751
H -3.215 -1.289 -0.601
H -4.602 -0.375 0.068
Cl -2.884 4.416 0.103
C -1.155 4.213 0.390
Cl -0.606 2.544 0.234
H -0.929 4.545 1.410
H -0.596 4.816 -0.334
C -0.694 1.520 -3.609
As 0.451 0.151 -2.770
C 2.245 0.915 -2.941
C 0.077 -1.484 -3.893
C 1.065 -2.373 -4.560
C 2.460 -2.213 -4.547
C 3.285 -3.212 -5.026
C 2.703 -4.319 -5.661
C 1.326 -4.538 -5.618
C 0.503 -3.535 -5.159
H -0.421 1.590 -4.665
H -0.502 2.479 -3.130
H -1.755 1.289 -3.533
H 2.450 1.049 -4.006
H 2.997 0.287 -2.467
H 2.247 1.892 -2.457
H -0.620 -1.125 -4.666
H -0.540 -2.102 -3.227
H 2.912 -1.319 -4.142
H 4.361 -3.108 -4.976
H 3.321 -4.938 -6.314
H 0.894 -5.458 -5.992
H -0.569 -3.659 -5.208
*
```

Computed properties:
Strongest force on any atom (eV/A): 2.5
E_LUMO (spin up / spin down) (Eh): -0.48680 / -0.58489
<S²>: 6.09

Density functional theory data (ωB97M-V/def2-TZVPD) for one molecule with the formula C3H6N2O.

Structure (ORCA input):
```
! wB97M-V def2-TZVPD RIJCOSX def2/J DEFGRID3
* xyz 0 1
C -0.603 -1.457 0.393
N 0.425 -0.596 0.411
C 0.861 0.349 -0.401
N 0.282 0.637 -1.633
C 0.531 0.781 0.976
O -0.665 1.328 1.319
H -0.979 -1.762 -0.577
H -0.743 -2.101 1.251
H -1.325 0.722 0.919
H 0.804 1.316 -2.174
H 0.097 -0.190 -2.190
H 1.315 0.974 1.706
*
```

Computed properties:
Strongest force on any atom (eV/A): 0.5
E_LUMO (Eh): 0.02505
Energy above the lowest of the compared OMol25 structures with the same formula, charge and spin (eV): 4.7424

Density functional theory data (ωB97M-V/def2-TZVPD) for C21H55O20S6V as an isolated structure in a non-equilibrium geometry.

Structure (ORCA input):
```
! wB97M-V def2-TZVPD RIJCOSX def2/J DEFGRID3
* xyz 1 2
O -9.743 29.295 28.429
V -10.296 28.152 29.321
C -10.857 31.472 30.867
C -10.693 30.318 31.844
C -11.878 30.306 32.834
O -10.487 29.096 31.207
H -10.116 31.466 30.067
H -10.704 32.425 31.379
H -11.849 31.378 30.419
H -9.812 30.565 32.457
H -11.989 29.454 33.505
H -12.847 30.364 32.330
H -11.767 31.223 33.418
O -11.189 32.028 27.109
S -10.907 31.383 25.854
O -10.141 30.164 25.740
O -12.325 31.033 25.120
C -13.252 32.106 24.940
C -14.538 31.510 24.392
C -10.258 32.591 24.698
H -12.861 32.893 24.286
H -13.447 32.642 25.872
H -14.867 30.880 25.227
H -14.380 30.830 23.560
H -15.298 32.275 24.264
H -10.717 32.383 23.735
H -9.176 32.508 24.654
H -10.524 33.593 25.027
O -10.141 25.113 32.216
S -11.241 25.629 31.447
O -10.950 26.354 30.225
O -12.102 24.361 30.973
C -12.323 23.278 31.877
C -13.796 22.948 31.978
C -12.368 26.530 32.519
H -11.987 23.543 32.888
H -11.614 22.472 31.675
H -14.306 23.824 32.403
H -13.972 22.230 32.778
H -14.326 22.792 31.041
H -11.943 27.508 32.731
H -12.547 25.870 33.367
H -13.335 26.651 32.036
O -6.311 29.172 31.045
S -7.250 28.114 31.305
O -8.261 27.768 30.321
O -6.333 26.798 31.579
C -6.940 25.490 31.514
C -5.868 24.584 32.144
C -8.004 28.276 32.956
H -7.123 25.276 30.463
H -7.870 25.426 32.079
H -5.371 25.089 32.967
H -5.156 24.390 31.338
H -6.198 23.598 32.469
H -8.792 27.527 32.938
H -8.304 29.302 33.137
H -7.259 27.987 33.694
O -11.462 27.214 27.451
S -12.259 27.126 26.259
O -13.252 28.124 26.030
O -11.264 27.106 24.949
C -11.806 27.105 23.629
C -11.428 28.387 22.926
C -12.912 25.437 26.116
H -12.893 26.994 23.654
H -11.415 26.275 23.034
H -11.727 29.259 23.510
H -12.022 28.473 22.009
H -10.387 28.498 22.630
H -13.235 25.324 25.086
H -13.759 25.369 26.796
H -12.096 24.781 26.406
O -8.945 26.590 28.061
S -8.487 25.338 27.499
O -7.480 24.585 28.177
O -9.803 24.419 27.229
C -9.588 22.990 27.178
C -9.659 22.387 28.566
C -7.964 25.694 25.798
H -8.635 22.689 26.737
H -10.380 22.650 26.512
H -10.559 22.706 29.098
H -8.807 22.736 29.147
H -9.663 21.297 28.560
H -6.903 25.936 25.812
H -8.503 26.566 25.432
H -8.163 24.812 25.196
O -12.438 28.963 29.235
S -13.801 28.997 29.728
O -14.115 28.571 31.054
O -14.308 30.519 29.568
C -14.083 31.200 28.326
C -15.417 31.789 27.898
C -14.961 28.202 28.613
H -13.683 30.512 27.577
H -13.385 32.026 28.459
H -15.322 32.592 27.166
H -16.049 32.169 28.703
H -16.080 31.038 27.453
H -15.373 28.801 27.805
H -15.827 27.872 29.184
H -14.444 27.348 28.178
*
```

Computed properties:
Strongest force on any atom (eV/A): 4.6
E_LUMO (spin up / spin down) (Eh): -0.07346 / -0.07337
Energy above the lowest of the compared OMol25 structures with the same formula, charge and spin (eV): 0.3570
<S²>: 0.78

Density functional theory data (ωB97M-V/def2-TZVPD) for C6H13N3O as an isolated structure in a non-equilibrium geometry.

Structure (ORCA input):
```
! wB97M-V def2-TZVPD RIJCOSX def2/J DEFGRID3
* xyz 0 1
C 0.819 0.375 -1.008
C -0.220 -1.873 -0.123
C 0.994 1.752 -0.499
C 0.380 0.293 -2.458
N -0.349 -0.422 -0.089
H -1.246 -0.145 -0.486
H 1.689 -0.252 -0.803
H -0.326 -2.268 -1.139
H 0.758 -2.144 0.275
H -0.993 -2.334 0.492
H 1.158 0.715 -3.095
H 1.318 2.460 -1.255
H 1.643 1.788 0.372
H -0.030 2.041 0.009
H 0.199 -0.733 -2.773
H -0.531 0.871 -2.612
C -0.743 0.327 1.640
N -1.704 -0.514 2.211
C 0.598 0.023 2.195
O -1.036 1.528 1.371
N 1.650 -0.230 2.584
H -1.407 -1.161 2.924
H -2.622 -0.096 2.267
*
```

Computed properties:
Strongest force on any atom (eV/A): 2.9
E_LUMO (Eh): 0.02935
Energy above the lowest of the compared OMol25 structures with the same formula, charge and spin (eV): 2.8192

Density functional theory data (ωB97M-V/def2-TZVPD) for an isolated ion of composition C5H13BrN and charge +1 in a non-equilibrium geometry.

Structure (ORCA input):
```
! wB97M-V def2-TZVPD RIJCOSX def2/J DEFGRID3
* xyz 1 1
C -1.557 0.558 1.211
C 0.858 0.157 1.402
C 0.876 0.577 -1.949
C -0.277 0.654 0.395
C -0.031 -0.112 -0.894
N 0.388 -1.541 -0.508
Br -1.973 -0.592 -1.647
H -1.540 -0.226 1.951
H -2.380 0.469 0.530
H -1.787 1.527 1.679
H 0.458 -0.779 1.920
H 0.849 0.816 2.206
H 1.893 -0.004 1.130
H 1.257 -0.078 -2.645
H 1.648 1.021 -1.385
H 0.336 1.361 -2.416
H -0.105 1.690 0.180
H -0.399 -1.863 0.101
H 1.240 -1.588 0.028
H 0.247 -2.047 -1.290
*
```

Computed properties:
SMILES: CC(C)[C@@](C)([NH3+])Br
Strongest force on any atom (eV/A): 4.5
E_LUMO (Eh): -0.14168
Energy above the lowest of the compared OMol25 structures with the same formula, charge and spin (eV): 1.6891

Density functional theory data (ωB97M-V/def2-TZVPD) for C20H10F9N5O12PbS2 as an isolated structure.

Structure (ORCA input):
```
! wB97M-V def2-TZVPD RIJCOSX def2/J DEFGRID3
* xyz -2 1
Pb -0.082 -0.484 0.380
O 4.067 -0.682 2.257
C 2.875 -0.503 1.987
O 2.039 -1.330 1.517
C 2.317 0.901 2.254
C 3.100 1.956 2.695
C 2.488 3.186 2.903
C 1.121 3.325 2.702
C 0.409 2.217 2.272
N 1.015 1.060 2.042
C -1.110 2.214 2.093
O -1.710 3.237 2.416
O -1.593 1.121 1.655
H 4.154 1.784 2.858
H 3.075 4.036 3.234
H 0.593 4.254 2.861
O -3.177 -6.067 1.473
C -3.652 -5.100 2.217
O -4.570 -5.262 3.000
C -3.027 -3.754 2.070
C -3.496 -2.644 2.741
N -2.683 -1.625 2.436
N -1.714 -2.002 1.600
C -1.892 -3.284 1.352
C -0.957 -3.922 0.343
O -1.171 -5.134 0.069
O -0.107 -3.171 -0.159
H -2.379 -5.742 0.899
H -4.351 -2.538 3.385
H -2.765 -0.636 2.639
F -4.345 0.929 1.424
C -4.822 0.906 0.193
F -5.612 1.970 0.030
F -5.570 -0.200 0.071
S -3.585 0.855 -1.190
O -2.644 -0.205 -0.928
O -4.469 0.684 -2.310
N -3.015 2.333 -1.127
S -1.574 2.767 -1.549
O -1.385 4.163 -1.301
O -0.483 1.872 -1.209
C -1.578 2.643 -3.390
F -1.709 1.378 -3.788
F -2.561 3.361 -3.934
F -0.414 3.109 -3.871
F 5.908 -1.369 -4.331
C 5.674 -0.160 -3.795
F 6.776 0.162 -3.089
F 5.608 0.712 -4.815
C 4.438 -0.145 -2.943
C 3.601 0.958 -2.940
C 2.485 0.923 -2.116
N 2.191 -0.124 -1.351
C 3.005 -1.181 -1.355
C 4.147 -1.233 -2.138
H 3.805 1.820 -3.558
H 1.791 1.755 -2.071
H 2.725 -1.996 -0.696
H 4.796 -2.097 -2.111
*
```

Computed properties:
Strongest force on any atom (eV/A): 0.7
E_LUMO (Eh): 0.14945

Density functional theory data (ωB97M-V/def2-TZVPD) for one molecule with the formula C6H13N.

Structure (ORCA input):
```
! wB97M-V def2-TZVPD RIJCOSX def2/J DEFGRID3
* xyz 0 1
C -0.508 0.308 2.257
C 0.065 0.574 0.877
N 0.793 -0.535 0.285
C 2.093 -0.285 -0.304
C -0.394 -0.050 -0.410
C -0.226 0.658 -1.753
C -1.579 -0.994 -0.450
H 0.273 0.466 3.013
H -1.349 0.963 2.511
H -0.833 -0.732 2.351
H 0.507 1.570 0.767
H 2.385 -1.158 -0.897
H 2.123 0.596 -0.958
H 2.834 -0.139 0.487
H -1.164 1.127 -2.061
H 0.549 1.428 -1.795
H 0.028 -0.095 -2.513
H -1.611 -1.654 0.419
H -1.522 -1.618 -1.350
H -2.515 -0.424 -0.499
*
```

Computed properties:
SMILES: C[C@H]1N(C)C1(C)C
Strongest force on any atom (eV/A): 0.3
E_LUMO (Eh): 0.04063
Energy above the lowest of the compared OMol25 structures with the same formula, charge and spin (eV): 0.8631